Below is 2 unconnected molecules or ions with the total composition C4H9N3O, with properties calculated with ωB97M-V/def2-TZVPD.

Geometry as XYZ:
```
17
Properties=species:S:1:pos:R:3
H -0.775 0.850 -3.077
H 0.288 2.764 0.215
H -2.255 0.363 1.015
H -1.101 -0.300 -1.802
N 1.522 -1.419 0.723
O 0.679 -1.554 2.824
H -2.068 -1.354 1.723
C -1.607 -0.441 1.341
N -0.372 -0.267 1.229
C 0.603 -1.159 1.686
H 2.263 -2.071 0.914
H 0.602 0.124 -2.226
C -0.441 0.514 -2.115
H 1.371 -1.100 -0.219
C 0.423 1.952 -0.492
N -0.551 1.602 -1.190
H 1.420 1.495 -0.549
```

The value obtained for the HOMO-LUMO gap is 10.381 eV. The energy above the lowest of the compared OMol25 structures with the same formula, charge and spin comes out at 43.2 kcal per mole. The SMILES is C=NC(N)=O.C=NC. The LUMO energy is 0.02791 Eh.